{
  "formula": "C4H9NO",
  "method": "wB97M-V/def2-TZVPD",
  "smiles": "C[C@H]1C[C@@]1(N)O",
  "species": ["C", "C", "C", "C", "N", "O", "H", "H", "H", "H", "H", "H", "H", "H", "H"],
  "xyz": [[-0.19, -1.12, -1.56], [-0.22, 0.14, -0.70], [-1.01, 0.00, 0.58], [0.41, 0.41, 0.67], [0.58, 1.77, 1.13], [1.39, -0.46, 1.16], [0.51, -1.10, -2.40], [-1.20, -1.23, -1.99], [-0.02, -2.03, -0.97], [-0.40, 1.05, -1.28], [-1.77, 0.73, 0.81], [-1.21, -1.02, 0.89], [1.51, 1.91, 1.50], [-0.08, 1.96, 1.88], [1.74, -0.93, 0.39]],
  "nbo_charge": [-0.618, -0.265, -0.459, 0.385, -0.839, -0.708, 0.210, 0.219, 0.206, 0.223, 0.213, 0.218, 0.376, 0.363, 0.476]
}

{
  "formula": "C4H9NO",
  "method": "wB97M-V/def2-TZVPD",
  "smiles": "CC(=O)N(C)C",
  "species": ["C", "C", "O", "N", "C", "C", "H", "H", "H", "H", "H", "H", "H", "H", "H"],
  "xyz": [[0.35, -2.01, 0.30], [-0.64, -0.86, 0.43], [-1.76, -0.85, 0.88], [-0.07, 0.45, 0.15], [-0.83, 1.68, 0.51], [0.89, 0.60, -0.99], [1.23, -1.64, 0.91], [-0.07, -3.01, 0.53], [0.43, -2.21, -0.80], [-0.20, 2.60, 0.77], [-1.52, 1.18, 1.30], [-1.34, 2.09, -0.42], [0.99, 1.71, -1.13], [1.87, 0.24, -0.51], [0.66, 0.02, -1.96]],
  "nbo_charge": [-0.734, 0.693, -0.596, -0.489, -0.441, -0.433, 0.252, 0.250, 0.239, 0.200, 0.261, 0.182, 0.212, 0.202, 0.202]
}

{
  "formula": "C4H9NO",
  "method": "wB97M-V/def2-TZVPD",
  "smiles": "C=CC.NC=O",
  "species": ["C", "C", "C", "H", "H", "H", "H", "H", "H", "N", "C", "O", "H", "H", "H"],
  "xyz": [[-2.66, -1.65, 2.26], [-1.75, -1.03, 1.48], [-0.59, -0.29, 1.99], [-3.50, -1.93, 1.64], [-2.48, -2.20, 3.18], [-1.85, -1.06, 0.40], [-0.09, 0.20, 1.14], [-0.74, 0.48, 2.74], [0.17, -0.95, 2.44], [1.87, 0.76, -2.70], [2.64, 1.87, -2.93], [2.43, 3.00, -2.55], [0.98, 1.04, -2.31], [1.92, 0.07, -3.42], [3.64, 1.68, -3.36]],
  "nbo_charge": [-0.424, -0.153, -0.672, 0.190, 0.209, 0.191, 0.210, 0.229, 0.221, -0.830, 0.522, -0.583, 0.395, 0.393, 0.103]
}

{
  "formula": "C4H9NO",
  "method": "wB97M-V/def2-TZVPD",
  "species": ["C", "C", "O", "C", "C", "N", "H", "H", "H", "H", "H", "H", "H", "H", "H"],
  "xyz": [[0.98, 0.29, 0.52], [0.84, -0.74, -0.51], [0.25, -1.79, -0.36], [-0.36, 0.87, -0.22], [-1.68, 0.23, -0.66], [-1.49, 0.79, 0.66], [2.16, -1.61, 1.22], [1.86, 0.95, 0.49], [0.73, 0.02, 1.55], [1.24, -0.40, -1.48], [1.63, -2.03, 0.91], [-0.12, 1.75, -0.81], [-1.82, -0.85, -0.72], [-2.30, 0.81, -1.36], [-1.90, 1.70, 0.78]],
  "nbo_charge": [-0.483, 0.417, -0.609, -0.106, -0.214, -0.575, -0.068, 0.232, 0.251, 0.124, 0.051, 0.201, 0.229, 0.191, 0.358]
}

{
  "formula": "C4H9NO",
  "method": "wB97M-V/def2-TZVPD",
  "smiles": "CC/N=C/OC",
  "species": ["C", "C", "N", "C", "O", "C", "H", "H", "H", "H", "H", "H", "H", "H", "H"],
  "xyz": [[-1.21, -1.31, -1.66], [-0.52, 0.04, -1.39], [0.22, 0.06, -0.13], [-0.17, 0.91, 0.71], [0.43, 1.17, 1.88], [1.65, 0.48, 2.14], [-1.21, -1.92, -0.76], [-2.25, -1.15, -1.97], [-0.72, -1.88, -2.45], [-1.26, 0.85, -1.43], [0.21, 0.25, -2.19], [-1.03, 1.57, 0.58], [2.18, 1.08, 2.88], [2.24, 0.37, 1.23], [1.44, -0.52, 2.55]],
  "nbo_charge": [-0.622, -0.232, -0.509, 0.410, -0.498, -0.264, 0.219, 0.208, 0.210, 0.161, 0.195, 0.144, 0.191, 0.203, 0.185]
}

{
  "formula": "C4H9NO",
  "method": "wB97M-V/def2-TZVPD",
  "species": ["C", "C", "C", "O", "N", "C", "H", "H", "H", "H", "H", "H", "H", "H", "H"],
  "xyz": [[-1.77, 0.32, -1.11], [-0.43, -0.36, -0.85], [-0.13, -0.45, 0.63], [-0.93, -0.42, 1.53], [1.29, -0.58, 0.97], [1.98, 0.81, 1.04], [-1.74, 1.37, -0.82], [-2.02, 0.26, -2.18], [-2.56, -0.17, -0.54], [-0.44, -1.39, -1.22], [0.39, 0.16, -1.36], [1.82, -1.15, 0.31], [1.89, 1.20, 0.02], [1.29, 1.39, 1.68], [1.36, -1.00, 1.90]],
  "nbo_charge": [-0.601, -0.522, 0.699, -0.536, -0.602, -0.698, 0.220, 0.215, 0.226, 0.230, 0.236, 0.417, 0.136, 0.153, 0.428]
}

It is found that the relative energy (zero: lowest compared OMol25 entry of this formula, charge and spin) values, taken in the order of the records, are 182.84, 200.77, 211.95, 475.65, 152.26, 349.04 kJ/mol.
It is found that the gap between HOMO and LUMO values, taken in the order of the records, are 9.81, 9.65, 10.00, 10.34, 10.79, 7.56 eV.
It is found that the highest occupied orbital energy values, taken in the order of the records, are -8.8605, -8.8186, -9.2795, -9.4330, -9.6602, -7.0672 eV.